Entry from the OMol25 dataset: a molecular structure, C19H18AuCl3N2OPSi (ωB97M-V/def2-TZVPD).

Highest occupied orbital energy   -10.97 eV
Gap between HOMO and LUMO   6.1 eV
E_LUMO   -4.877 eV

The geometry in ORCA input format:
```
! RIJCOSX wB97M-V def2-TZVPD def2/J DEFGRID3
* xyz 1 1
Au -0.847 -1.265 1.896
Cl -2.001 -4.401 3.485
Cl -3.688 -3.337 0.857
Cl -4.068 -1.846 3.740
P 0.488 -0.501 0.080
Si -2.618 -2.694 2.516
O -3.263 0.123 0.117
N -1.497 1.005 3.017
N -2.862 1.109 2.577
C -0.031 -0.374 -2.669
C -0.736 4.006 -0.142
C 4.427 -0.634 -1.037
C -1.235 -2.079 -3.854
C 2.926 -0.470 1.292
C 0.607 3.639 -0.113
C 3.042 -0.630 -1.114
C -1.285 1.683 -0.045
C -1.699 3.021 -0.106
C -2.338 0.752 0.068
C 0.065 1.285 -0.039
C -0.846 -2.327 -1.495
C 2.288 -0.539 0.053
C 4.310 -0.462 1.362
C -0.564 -0.860 -3.849
C -1.375 -2.810 -2.685
C 1.002 2.305 -0.061
C -0.169 -1.110 -1.485
C 5.059 -0.543 0.196
H -1.025 5.046 -0.181
H -0.996 1.826 2.698
H -0.461 -0.293 -4.765
H -2.753 3.264 -0.097
H -1.655 -2.455 -4.778
H 6.140 -0.551 0.249
H -1.904 -3.753 -2.690
H 2.559 -0.716 -2.078
H -3.296 0.212 2.781
H -0.973 -2.882 -0.573
H 0.488 0.578 -2.662
H 2.054 2.052 -0.060
H 4.802 -0.412 2.324
H 5.014 -0.717 -1.942
H 2.337 -0.441 2.203
H -1.432 0.977 4.030
H 1.366 4.411 -0.144
H -3.359 1.807 3.123
*
```